{"formula": "C5H8S", "method": "ωB97M-V with the def2-TZVPD basis set", "charge": 0, "fmax_ha_per_bohr": 0.0874, "smiles": "CC(=S)C1CC1", "de_lowest_kcal_mol": 67.3, "lumo_ev": 0.0, "symbols": ["C", "C", "C", "C", "C", "H", "H", "H", "H", "H", "H", "H", "H", "S"], "positions_angstrom": [[-1.50, 0.35, -0.96], [-0.16, -0.24, -0.51], [0.54, 0.38, 0.68], [0.22, 1.72, 1.27], [-0.36, 0.41, 1.91], [-1.27, 1.23, -1.60], [-1.92, -0.43, -1.50], [-2.12, 0.72, 0.02], [1.69, 0.29, 0.80], [-0.31, 2.76, 0.89], [0.99, 2.20, 2.03], [-1.46, 0.03, 1.71], [-0.09, 0.07, 2.83], [0.76, -1.42, -1.22]], "nbo_charge": [-0.684, -0.015, -0.342, -0.442, -0.390, 0.248, 0.236, 0.228, 0.253, 0.237, 0.230, 0.208, 0.215, 0.019]}

---

{"formula": "BH3O3", "method": "ωB97M-V with the def2-TZVPD basis set", "charge": 0, "fmax_ha_per_bohr": 0.1118, "de_lowest_kcal_mol": 81.1, "lumo_ev": 0.0, "symbols": ["B", "O", "O", "O", "H", "H", "H"], "positions_angstrom": [[-0.51, 0.12, -0.12], [-1.04, -1.07, 0.16], [-0.85, 1.31, -0.43], [1.53, -0.41, -0.22], [-0.39, -1.65, 0.43], [-0.32, 2.20, -0.53], [1.58, -0.49, 0.72]], "nbo_charge": [1.366, -0.893, -0.937, -1.058, 0.522, 0.577, 0.423]}

---

{"formula": "C17H22AlBrF13NO5S", "method": "ωB97M-V with the def2-TZVPD basis set", "charge": 0, "fmax_ha_per_bohr": 0.0256, "lumo_ev": -2.4, "symbols": ["C", "C", "O", "C", "C", "O", "C", "C", "O", "C", "C", "N", "C", "C", "C", "C", "C", "F", "F", "C", "F", "F", "S", "F", "F", "F", "F", "F", "C", "C", "O", "O", "C", "Br", "H", "H", "H", "H", "H", "H", "H", "H", "H", "H", "H", "H", "H", "H", "H", "H", "H", "H", "H", "H", "H", "H", "F", "Al", "F", "F", "F"], "positions_angstrom": [[-2.03, -0.27, -1.70], [-0.95, -0.58, -0.69], [0.19, -1.27, -1.21], [-0.03, -2.59, -1.63], [0.05, -2.75, -3.18], [0.14, -1.54, -3.92], [1.42, -1.11, -4.28], [1.95, -0.03, -3.35], [0.99, 1.01, -3.25], [1.44, 2.26, -2.81], [1.36, 2.31, -1.30], [2.30, 1.63, -0.61], [2.35, 1.52, 0.72], [1.38, 2.13, 1.52], [1.39, 1.99, 3.02], [0.74, 0.70, 3.53], [1.59, -0.56, 3.39], [2.86, -0.22, 2.98], [1.74, -1.16, 4.58], [1.09, -1.56, 2.29], [2.13, -2.25, 1.81], [0.61, -0.81, 1.28], [-0.24, -2.79, 2.84], [-1.32, -2.16, 1.87], [0.19, -3.78, 1.67], [0.82, -3.44, 3.80], [-0.70, -1.78, 3.97], [-1.30, -3.83, 3.34], [0.38, 2.87, 0.85], [-0.70, 3.56, 1.63], [-0.45, 4.56, 2.21], [-1.86, 2.89, 1.71], [0.37, 2.96, -0.55], [-0.98, 3.94, -1.41], [-2.57, -1.18, -1.97], [-2.75, 0.38, -1.23], [-1.62, 0.21, -2.59], [-0.55, 0.35, -0.31], [-1.37, -1.13, 0.16], [0.71, -3.22, -1.15], [-1.01, -2.93, -1.27], [-0.87, -3.23, -3.52], [0.86, -3.43, -3.41], [2.14, -1.93, -4.30], [1.37, -0.69, -5.29], [2.92, 0.35, -3.72], [2.12, -0.49, -2.37], [0.72, 2.97, -3.19], [2.44, 2.50, -3.16], [3.00, 1.14, -1.15], [3.16, 0.94, 1.13], [0.78, 2.80, 3.40], [2.38, 2.15, 3.43], [0.53, 0.83, 4.59], [-0.23, 0.57, 3.05], [-2.51, 3.22, 1.06], [-6.05, -0.86, 1.81], [-5.33, -0.01, 0.55], [-6.29, 1.30, 0.08], [-5.09, -1.04, -0.78], [-3.80, 0.57, 1.04]], "nbo_charge": [-0.659, -0.048, -0.577, -0.094, -0.087, -0.510, -0.064, -0.104, -0.502, -0.104, 0.229, -0.414, 0.095, -0.001, -0.425, -0.480, 0.646, -0.350, -0.306, 0.455, -0.300, -0.316, 2.388, -0.441, -0.455, -0.453, -0.462, -0.425, -0.032, 0.773, -0.486, -0.685, -0.103, 0.179, 0.225, 0.248, 0.207, 0.141, 0.196, 0.171, 0.188, 0.197, 0.160, 0.172, 0.189, 0.163, 0.177, 0.233, 0.192, 0.444, 0.254, 0.251, 0.245, 0.261, 0.260, 0.536, -0.779, 2.153, -0.782, -0.786, -0.799]}